1.
This record from the Open Molecules 2025 dataset describes C2H6N2OS as an isolated structure in a non-equilibrium geometry. The level of theory is ωB97M-V with the def2-TZVPD basis set.

XYZ file:
```
12
Properties=species:S:1:pos:R:3:mulliken_charge:R:1
C -0.73835 1.29131 0.74334 -0.9192
C -0.03435 0.12885 0.09089 0.5038
H -1.10555 2.03797 -0.38888 0.1942
H -1.69122 0.99363 1.11500 0.2620
H -0.21692 1.73409 1.49527 0.3355
H -1.19680 0.61937 -1.32551 0.2658
H -0.41626 -2.15194 -1.66577 0.3691
H 3.17541 -1.08451 1.25311 0.1509
N -0.74720 -0.39614 -0.98266 -0.1494
N 0.95159 -0.29162 0.89709 -0.4032
O 0.07622 -1.21827 -1.69209 -0.4031
S 1.94345 -1.66274 0.46022 -0.2064
```

Output
Multiplicity ... 1
HOMO energy ... -8.111 eV
E_LUMO ... 0.58 eV
Energy relative to the best compared isomer or geometry (same formula, charge and spin) ... 5.818 eV
F_max ... 6.7 eV/A
Orbital gap ... 8.69 eV

---

2.
This record from the Open Molecules 2025 dataset describes one molecule with the formula C12H16P2 in a non-equilibrium geometry. The level of theory is ωB97M-V with the def2-TZVPD basis set.

XYZ file:
```
30
Properties=species:S:1:pos:R:3:mulliken_charge:R:1
C 5.10438 0.03406 1.15979 0.4140
C -0.26342 2.71104 -2.51424 0.3040
C 4.25067 -0.01814 0.33114 -0.7369
C 0.13362 2.43442 -1.37961 -0.7803
C -2.29371 -0.78561 -0.07975 -0.6799
C -1.34516 -0.99538 -1.26471 -1.2072
C -1.73134 0.51425 0.49945 -0.6284
C 0.73948 -1.92883 -0.32632 -1.7281
C 2.16008 -1.74723 0.14759 -0.7164
C 0.31174 3.23581 1.25925 -0.9723
C 0.06195 -0.63173 -0.74301 0.1975
C -0.19212 0.38018 0.43193 -0.4977
P 3.10233 -0.53203 -0.87805 -0.1453
P 0.78812 1.97692 0.20506 0.3474
H 5.85690 0.41278 1.83913 0.4111
H -0.79568 2.78052 -3.42906 0.4066
H -3.39704 -0.52617 -0.27443 0.3316
H -2.27301 -1.74837 0.51757 0.2774
H -1.43327 -1.95189 -1.59035 0.5999
H -1.63538 -0.28291 -2.12305 0.2540
H -1.89092 1.24598 -0.28578 0.3192
H -2.11478 0.81682 1.50487 0.3560
H 0.77536 -2.49477 -1.15641 0.5612
H 0.13643 -2.26672 0.40825 0.5531
H 2.23515 -1.42439 1.19264 0.4069
H 2.76778 -2.73989 0.15322 0.4648
H 0.68859 4.18494 1.13568 0.3298
H -0.06670 2.98706 2.27581 0.2777
H 0.69745 -0.29096 -1.58836 0.7519
H 0.27453 0.02026 1.34479 0.5282
```

Output
Multiplicity ... 1
HOMO energy (spin up / spin down) ... -7.562 / -7.466 eV
E_LUMO (spin up / spin down) ... -0.25 / -0.81 eV
Energy relative to the best compared isomer or geometry (same formula, charge and spin) ... 4.347 eV
F_max ... 4.2 eV/A
Orbital gap (spin up / spin down) ... 7.32 / 6.65 eV

---

3.
This record from the Open Molecules 2025 dataset describes C20H44ClCoF5P2 as an isolated structure in a non-equilibrium geometry. The level of theory is ωB97M-V with the def2-TZVPD basis set.

XYZ file:
```
73
Properties=species:S:1:pos:R:3:lowdin_spin:R:1
Co -0.05652 -0.47998 -0.96544 1.6770
Cl -0.21662 0.11180 -3.04974 0.0499
P -0.32312 -2.56002 -0.60272 0.0508
C 0.75305 -3.20973 -1.96302 0.0073
C -0.09685 -3.58000 0.91194 0.0108
C -2.06154 -2.56832 -1.22776 0.0011
C 2.11160 -2.49806 -1.96766 0.0099
H 0.21731 -2.90950 -2.88047 0.0000
C 0.88685 -4.73193 -1.94262 0.0050
H 1.45274 -5.08261 -1.07053 0.0003
H 1.43490 -5.03582 -2.84331 0.0012
H -0.08822 -5.23346 -1.96125 0.0003
H 2.00094 -1.41901 -2.16082 0.0043
H 2.73097 -2.91307 -2.77321 0.0009
H 2.65047 -2.63636 -1.02234 0.0001
H -1.98646 -2.06481 -2.21084 0.0009
C -2.95734 -1.69336 -0.33727 0.0142
C -2.58607 -3.98347 -1.46194 0.0040
H -2.10793 -4.44436 -2.33470 0.0002
H -3.66178 -3.92705 -1.66862 0.0009
H -2.43863 -4.63815 -0.59256 0.0003
H -2.44167 -0.79624 0.04884 0.0111
H -3.36085 -2.25297 0.51531 0.0006
H -3.80354 -1.33315 -0.93769 0.0010
C 1.29154 -3.33014 1.50339 0.0049
H -0.17810 -4.62470 0.55992 0.0051
C -1.17246 -3.29174 1.95765 0.0039
H 2.09795 -3.48740 0.77961 0.0006
H 1.46489 -4.02010 2.33970 -0.0002
H 1.35264 -2.30266 1.89795 0.0057
H -1.16487 -2.22486 2.22870 0.0045
H -0.96573 -3.86650 2.87033 0.0000
H -2.17660 -3.56957 1.62186 0.0004
H 0.13361 -0.92872 0.47074 0.0233
H -0.07054 1.42161 -0.21227 0.0597
P 0.23521 2.84732 -0.50436 0.1082
C -1.02526 3.37388 -1.69500 0.0143
C 0.19234 3.77994 1.04256 0.0864
C 1.86133 2.68543 -1.30034 0.0122
C -2.36967 2.67194 -1.45947 0.0205
H -0.61297 2.99441 -2.64658 0.0046
C -1.16613 4.89767 -1.79805 0.1664
H -1.65156 5.32435 -0.90968 0.0472
H -1.80294 5.11516 -2.66664 0.0257
H -0.20497 5.40329 -1.95941 0.0485
H -2.29116 1.60851 -1.71706 0.0050
H -3.12033 3.11958 -2.12271 0.0065
H -2.71222 2.76872 -0.42072 0.0043
H 1.59385 2.14537 -2.22903 0.0034
C 2.78661 1.77939 -0.47516 0.0220
C 2.47486 4.03149 -1.70056 0.1283
H 1.91050 4.49758 -2.51893 0.0264
H 3.49254 3.84647 -2.06694 0.0175
H 2.53516 4.73750 -0.85996 0.0574
H 2.22871 1.01577 0.09442 0.0092
H 3.41414 2.35734 0.21621 0.0080
H 3.44143 1.23688 -1.16864 0.0038
C -1.15071 3.59461 1.75556 0.0627
H 0.27596 4.83157 0.72151 0.0860
C 1.36310 3.46947 1.97591 0.0661
H -1.94517 4.19181 1.28949 0.0246
H -1.05781 3.91872 2.80199 0.0147
H -1.47108 2.54413 1.77107 0.0014
H 1.44913 2.39586 2.18979 0.0010
H 1.19324 3.97109 2.93876 0.0197
H 2.31952 3.82858 1.57934 0.0245
F -0.14705 0.74943 3.33648 0.1135
C 0.57628 -0.39404 3.44855 0.5739
F 1.89208 -0.07059 3.36274 0.1120
C 0.27690 -1.11604 4.74544 0.0714
F 0.64425 -0.38758 5.82394 0.0347
F -1.05324 -1.37006 4.83269 0.0040
F 0.96109 -2.29049 4.77361 0.0043
```

Output
Multiplicity ... 5
HOMO energy (spin up / spin down) ... 0.598 / -3.853 eV
Net charge ... -1
E_LUMO (spin up / spin down) ... 2.55 / 0.98 eV
F_max ... 2.3 eV/A
Orbital gap (spin up / spin down) ... 1.95 / 4.83 eV

---

4.
This record from the Open Molecules 2025 dataset describes a 2-piece molecular cluster, C7H12N2 overall. The level of theory is ωB97M-V with the def2-TZVPD basis set.

XYZ file:
```
21
Properties=species:S:1:pos:R:3:mulliken_charge:R:1
C -2.32546 4.28323 0.09994 -0.2058
C -1.19822 4.66858 0.82066 -0.2928
C -0.16982 3.74466 1.00079 -0.1691
N -0.20015 2.49345 0.51695 -0.5658
C -1.29293 2.13696 -0.17536 -0.1947
C -2.37225 2.98800 -0.40879 -0.3032
H -3.15602 4.98267 -0.06304 0.3578
H -1.11058 5.67816 1.24337 0.3407
H 0.73145 4.01940 1.56456 0.3362
H -1.30100 1.11001 -0.56387 0.3592
H -3.23762 2.63338 -0.98410 0.3407
C -2.64831 -0.13048 3.80805 -0.9723
C -2.09302 1.20547 4.30368 -0.2909
N -0.65614 1.22265 4.58262 -0.5917
H -2.14975 -0.42390 2.86893 0.2541
H -3.73314 -0.05749 3.62253 0.2894
H -2.47225 -0.91743 4.56059 0.3083
H -2.29246 1.98915 3.54769 0.2306
H -2.61429 1.49663 5.23585 0.3059
H -0.13457 0.96317 3.73803 0.2371
H -0.42978 0.51139 5.28656 0.2262
```

Output
Multiplicity ... 1
HOMO energy ... -9.143 eV
Structure (SMILES) ... c1ccncc1.CCN
E_LUMO ... 0.97 eV
Energy relative to the best compared isomer or geometry (same formula, charge and spin) ... 0.012 eV
F_max ... 0.6 eV/A
Orbital gap ... 10.11 eV

---

Q: What is the F_max in the fourth record?
A: 0.6 eV/A

---

Q: Number 3 is which compound?
A: C20H44ClCoF5P2